6
Properties=species:S:1:pos:R:3:lowdin_charge:R:1 method="wB97M-V/def2-TZVPD" e_homo_ev=-32.58 charge=+4 gap_ev=7.45 energy_ev=-15324.877
O 1.441 0.543 0.117 0.0821
P 0.145 -0.011 -0.320 1.0265
F -0.169 -1.423 0.185 -0.0489
H 2.281 -0.025 0.285 0.2864
H -1.068 0.878 0.419 0.0774
Hf -2.630 0.038 -0.686 2.5765